53
Properties=species:S:1:pos:R:3 method="wB97M-V/def2-TZVPD" charge=+2 spin_multiplicity=5 lumo_energy_ev="-7.758 / -8.931" max_force_ev_per_a=7.061
C 0.858 -3.116 -0.814
C 1.119 -2.197 -1.969
N 1.197 -0.890 -1.641
C 1.861 -0.018 -2.494
C 1.992 -0.401 -3.853
C 1.682 -1.692 -4.244
C 1.300 -2.636 -3.279
C 2.434 1.114 -1.892
P 2.027 1.538 -0.214
H 1.143 -3.692 -3.498
H 2.376 0.346 -4.548
H 1.772 -1.987 -5.287
C -1.307 -2.299 -0.094
C 0.322 -3.011 1.561
H 3.043 1.779 -2.507
H 1.797 -3.516 -0.389
H 0.241 -3.973 -1.125
C 0.993 3.024 -0.195
C 3.571 1.974 0.629
H 1.457 3.812 0.414
H 0.885 3.355 -1.234
H 0.007 2.763 0.204
H 3.494 1.794 1.707
H 4.382 1.355 0.229
H 3.793 3.034 0.452
H -0.112 -4.024 1.505
H 1.396 -3.091 1.775
H -0.172 -2.438 2.355
H -1.760 -3.271 0.163
H -1.791 -1.490 0.463
H -1.434 -2.111 -1.169
C 1.559 -0.248 2.077
O 1.972 -0.206 3.168
Cr 0.866 -0.348 0.277
O 3.899 -1.371 -0.318
H 3.879 -0.776 -1.109
H 4.068 -2.257 -0.688
N 0.140 -2.340 0.251
C -4.119 3.141 0.486
Si -3.470 1.764 1.574
C -3.139 2.409 3.304
C -4.732 0.378 1.622
C -1.851 1.088 0.972
C -0.735 0.593 0.724
H -5.068 3.538 0.872
H -4.293 2.779 -0.537
H -3.403 3.971 0.429
H -4.063 2.526 3.884
H -2.488 1.695 3.824
H -2.621 3.376 3.281
H -5.004 0.058 0.607
H -4.314 -0.490 2.147
H -5.651 0.683 2.141

=====

49
Properties=species:S:1:pos:R:3 method="wB97M-V/def2-TZVPD" charge=+2 lumo_energy_ev="-8.693 / -8.642" max_force_ev_per_a=6.093
C 0.671 -0.194 -2.860
H 0.806 -1.058 -3.564
H 0.787 0.803 -3.279
H -0.375 -0.420 -2.910
C 1.934 -0.426 -1.893
H 1.919 0.258 -0.978
H 2.004 -1.431 -1.441
C 3.289 -0.086 -2.626
H 4.179 -0.129 -1.963
H 3.454 -0.789 -3.485
H 3.230 0.961 -3.037
C -1.015 1.276 1.621
C 0.291 1.726 1.268
C 0.254 2.212 -0.075
C -1.066 2.028 -0.573
C -1.873 1.454 0.483
C -3.343 1.300 0.482
C -1.603 2.576 -1.842
C 1.364 2.876 -0.791
C 1.495 1.616 2.141
C -1.415 0.680 2.914
Ga -1.094 -1.266 -0.610
H -2.524 2.077 -2.164
H -1.838 3.625 -1.667
H -0.866 2.530 -2.656
H -3.744 1.212 -0.542
H -3.654 0.424 1.080
H -3.796 2.193 0.945
H -0.542 0.186 3.375
H -1.787 1.430 3.632
H -2.213 -0.063 2.757
H 2.397 1.608 1.519
H 1.590 2.430 2.871
H 1.437 0.670 2.695
H 1.432 2.531 -1.834
H 1.210 3.970 -0.803
H 2.317 2.681 -0.281
C 1.390 -3.504 0.268
C 0.067 -3.351 0.918
N -0.915 -2.540 0.549
C -2.024 -2.736 1.373
C -1.675 -3.654 2.254
N -0.380 -4.052 1.961
H 2.082 -2.668 0.539
H 1.878 -4.461 0.556
H 1.261 -3.502 -0.841
H -2.861 -2.174 1.067
H -2.273 -3.996 3.014
H 0.136 -4.834 2.434

=====

58
Properties=species:S:1:pos:R:3 method="wB97M-V/def2-TZVPD" charge=+2 lumo_energy_ev=-8.088 max_force_ev_per_a=0.901
W -0.131 -0.700 0.904
O -3.151 -3.582 1.688
C -2.151 -2.771 1.639
O -1.892 -2.053 0.656
C -1.278 -2.722 2.839
C -1.399 -3.388 4.036
C -0.427 -3.128 5.013
C 0.608 -2.236 4.772
C 0.662 -1.610 3.533
N -0.270 -1.872 2.627
C 1.731 -0.617 3.083
O 2.669 -0.386 3.778
O 1.519 -0.081 1.872
H -3.682 -3.567 0.869
H -2.212 -4.077 4.216
H -0.493 -3.630 5.969
H 1.367 -2.017 5.511
N 2.637 -3.042 1.479
N 2.936 -2.821 0.130
C 2.128 -2.184 -0.733
O 2.358 -1.949 -1.881
O 0.916 -1.766 -0.187
H 3.408 -2.684 2.036
H 2.574 -4.042 1.642
H 3.794 -3.173 -0.272
C -1.525 1.715 2.488
O -1.132 0.571 1.728
H -0.660 2.366 2.603
H -1.877 1.374 3.459
H -2.325 2.229 1.960
C 0.932 5.100 -0.411
C 1.331 3.632 -0.456
C 0.129 2.720 -0.687
C 0.550 1.239 -0.746
Ge -1.042 0.200 -1.364
C -0.843 -0.940 -2.915
C -1.311 -0.201 -4.172
C -0.590 1.128 -4.362
C -1.003 1.855 -5.633
H 1.800 5.735 -0.242
H 0.219 5.293 0.393
H 0.471 5.412 -1.349
H 1.823 3.343 0.480
H 2.062 3.466 -1.251
H -0.375 3.011 -1.612
H -0.604 2.863 0.112
H 1.184 1.072 0.138
H 1.239 0.991 -1.562
H -2.324 1.016 -1.194
H -1.409 -1.858 -2.744
H 0.215 -1.206 -2.968
H -2.391 -0.033 -4.135
H -1.130 -0.844 -5.037
H 0.492 0.957 -4.359
H -0.802 1.782 -3.497
H -0.772 1.250 -6.511
H -0.479 2.804 -5.737
H -2.075 2.058 -5.639

=====

54
Properties=species:S:1:pos:R:3 method="wB97M-V/def2-TZVPD" charge=0 smiles="CCOCCCNCC(=O)Nc1ccc(S(=O)(=O)N[C@H](C)CC)cc1" lumo_energy_ev=0.643 max_force_ev_per_a=0.869
C 2.779 0.839 4.853
C 3.896 -0.181 4.708
O 4.206 -0.323 3.339
C 5.181 -1.306 3.080
C 5.486 -1.324 1.585
C 4.401 -1.987 0.725
N 3.079 -1.385 0.796
H 3.182 -0.391 0.978
C 2.155 -1.949 1.765
C 0.703 -1.683 1.368
O -0.205 -1.728 2.166
N 0.588 -1.429 0.037
C -0.545 -1.200 -0.731
C -1.832 -1.229 -0.193
C -2.923 -1.009 -1.014
C -2.733 -0.760 -2.359
C -1.464 -0.727 -2.906
C -0.370 -0.949 -2.095
H 0.628 -0.933 -2.508
H -1.359 -0.541 -3.963
S -4.118 -0.404 -3.421
O -3.905 -0.976 -4.719
O -5.340 -0.708 -2.728
N -3.911 1.243 -3.603
H -4.174 1.558 -4.524
C -4.404 2.079 -2.524
C -5.874 2.442 -2.718
H -6.240 3.018 -1.872
H -6.459 1.529 -2.803
H -6.002 3.032 -3.624
C -3.512 3.318 -2.389
C -2.074 2.942 -2.055
H -2.028 2.420 -1.102
H -1.674 2.284 -2.822
H -1.452 3.832 -1.994
H -3.920 3.957 -1.604
H -3.538 3.875 -3.327
H -4.303 1.468 -1.621
H -3.929 -1.040 -0.628
H -1.962 -1.426 0.858
H 1.491 -1.403 -0.434
H 2.274 -3.038 1.779
H 2.292 -1.583 2.788
H 4.729 -1.928 -0.321
H 4.317 -3.045 0.986
H 6.425 -1.856 1.426
H 5.618 -0.290 1.260
H 4.826 -2.293 3.418
H 6.099 -1.070 3.642
H 3.583 -1.153 5.123
H 4.793 0.145 5.258
H 1.886 0.496 4.337
H 3.087 1.787 4.422
H 2.546 0.983 5.904

=====

58
Properties=species:S:1:pos:R:3 method="wB97M-V/def2-TZVPD" charge=0 smiles="COCCOCC(=O)NC[C@@]1(OC)CCN(C(=O)CCCn2c(O)nnc2O)C1" lumo_energy_ev=0.515 max_force_ev_per_a=0.047
C 0.331 4.540 -0.536
O 1.397 3.622 -0.685
C 1.317 2.896 -1.894
C 2.437 1.890 -1.907
O 2.294 1.096 -0.746
C 3.086 -0.080 -0.718
C 2.287 -1.320 -1.097
O 2.802 -2.419 -1.171
N 0.975 -1.084 -1.323
C 0.009 -2.139 -1.510
C -1.336 -1.574 -1.962
O -1.234 -0.815 -3.152
C -0.665 -1.491 -4.258
C -2.388 -2.695 -2.008
C -2.869 -2.832 -0.556
N -2.486 -1.562 0.069
C -2.345 -1.480 1.419
O -2.727 -2.377 2.151
C -1.652 -0.237 1.943
C -1.592 -0.181 3.459
C -0.706 0.965 3.936
N 0.683 0.781 3.540
C 1.355 1.258 2.445
O 0.735 2.096 1.614
N 2.562 0.800 2.378
N 2.729 -0.048 3.483
C 1.613 -0.030 4.123
O 1.300 -0.690 5.247
C -1.942 -0.644 -0.910
H 0.463 5.036 0.422
H 0.343 5.286 -1.338
H -0.635 4.024 -0.544
H 0.349 2.378 -1.956
H 1.399 3.568 -2.757
H 2.368 1.282 -2.818
H 3.408 2.397 -1.896
H 3.951 -0.003 -1.382
H 3.441 -0.207 0.305
H 0.664 -0.138 -1.171
H 0.387 -2.851 -2.244
H -0.136 -2.704 -0.583
H -0.814 -0.849 -5.123
H 0.406 -1.660 -4.122
H -1.160 -2.449 -4.443
H -3.198 -2.361 -2.660
H -2.001 -3.636 -2.396
H -3.944 -3.002 -0.485
H -2.380 -3.649 -0.024
H -0.633 -0.235 1.540
H -2.135 0.658 1.542
H -2.594 -0.055 3.875
H -1.212 -1.125 3.850
H -1.032 1.918 3.519
H -0.731 1.044 5.022
H 1.317 2.297 0.853
H 2.080 -1.202 5.497
H -1.222 0.041 -0.468
H -2.722 -0.046 -1.391

=====

56
Properties=species:S:1:pos:R:3 method="wB97M-V/def2-TZVPD" charge=-1 lumo_energy_ev=2.743 max_force_ev_per_a=0.144
Ag 1.625 1.032 -2.705
N 7.833 0.988 -3.422
C 6.806 1.039 -3.959
N 5.695 1.102 -4.667
C 4.543 1.092 -4.090
N 3.453 1.115 -3.682
N -0.177 0.963 -1.779
P -0.441 0.291 -0.441
N -2.049 0.544 0.055
C -2.573 -0.199 1.188
C -3.782 0.514 1.785
C -4.853 0.748 0.723
C -4.250 1.468 -0.481
C -3.032 0.718 -1.005
N -0.141 -1.376 -0.411
C -0.041 -2.215 0.781
C 1.059 -3.253 0.608
C 0.714 -4.221 -0.533
C -0.119 -3.507 -1.610
C 0.232 -2.027 -1.668
N 0.338 0.764 1.000
C 1.792 0.545 1.007
C 2.563 1.849 0.865
C 2.297 2.761 2.071
C 0.891 2.505 2.633
C -0.065 2.072 1.531
H -1.786 -0.299 1.936
H -2.873 -1.217 0.884
H -3.455 1.478 2.190
H -4.181 -0.074 2.616
H -5.694 1.309 1.137
H -5.247 -0.222 0.395
H -3.940 2.476 -0.190
H -4.991 1.568 -1.279
H -2.545 1.249 -1.820
H -3.360 -0.264 -1.393
H -0.988 -2.734 0.992
H 0.165 -1.581 1.642
H 1.212 -3.796 1.544
H 1.994 -2.730 0.388
H 0.158 -5.078 -0.143
H 1.634 -4.616 -0.971
H -1.186 -3.602 -1.389
H 0.047 -3.962 -2.589
H -0.284 -1.525 -2.484
H 1.308 -1.918 -1.872
H 2.048 -0.127 0.185
H 2.092 0.037 1.935
H 2.234 2.331 -0.059
H 3.629 1.647 0.754
H 2.395 3.807 1.770
H 3.044 2.590 2.851
H 0.502 3.398 3.128
H 0.923 1.714 3.389
H -0.089 2.835 0.740
H -1.081 1.994 1.920